# 1
ORCA calculation (ωB97M-V with the def2-TZVPD basis set) on a single C6H8O2 molecule.

Computed properties:
Highest occupied orbital energy in eV: -8.662
2S+1: 1
SMILES string: C1O[C@H]2CO[C@@H]3[C@H]1[C@@H]32
Energy in eV: -10437.20593
ΔE to the lowest compared entry with this formula, charge and spin in kJ/mol: 918.58

```
16
C6H8O2 ωB97M-V with the def2-TZVPD basis set
C 1.6708 0.7751 0.9123
C -0.1399 -0.6723 1.1531
C -1.1992 -0.6502 -0.1806
C -0.8799 -0.2291 -1.7007
C 0.7066 0.5168 -0.3732
C -0.7628 0.5966 0.5590
H 1.4902 1.6186 1.6448
H 2.7558 0.9246 0.4978
H -0.4046 -1.6152 1.7854
H -1.9538 -1.4570 -0.1497
H -1.0664 -1.3536 -2.3736
H -1.7899 0.5291 -1.9811
H 1.1190 -0.6178 -0.3557
H -1.0802 1.5571 0.7906
O 1.3165 -0.5336 1.4561
O 0.2178 0.6109 -1.6846
```

# 2
ORCA calculation (ωB97M-V with the def2-TZVPD basis set) on a 2-piece molecular cluster, C5H12Cl2Si overall.

Computed properties:
Highest occupied orbital energy in eV: -8.991
2S+1: 1
Energy in eV: -38301.46445
ΔE to the lowest compared entry with this formula, charge and spin in kJ/mol: 429.56

```
20
C5H12Cl2Si ωB97M-V with the def2-TZVPD basis set
C -1.9281 -0.6342 0.1372
C -0.0974 -0.1155 2.5226
C 0.0844 0.5232 -2.5486
C 2.2690 0.8699 -0.3831
C -0.5020 -0.6629 0.3718
Si 0.4441 0.5739 -0.6844
Cl 0.1259 -2.3338 0.2026
Cl -0.4220 2.3342 0.2546
H -2.6847 -1.1806 0.7534
H -2.0990 -1.0097 -0.8314
H -2.4218 0.3795 0.0182
H -1.0108 -0.1917 3.0139
H 0.1478 0.9092 2.4287
H 0.6649 -0.6655 2.9498
H 0.5220 1.5189 -2.8133
H 0.8140 -0.2109 -2.9539
H -0.9761 0.3600 -2.8976
H 2.5986 0.4336 0.6143
H 2.6678 0.3035 -1.1487
H 2.5312 1.8746 -0.5427
```

# 3
ORCA calculation (ωB97M-V with the def2-TZVPD basis set) on C4H4N2O as an isolated structure.

Computed properties:
Highest occupied orbital energy in eV: -10.158
2S+1: 1
Energy in eV: -9234.96862
ΔE to the lowest compared entry with this formula, charge and spin in kJ/mol: 532.53

```
11
C4H4N2O ωB97M-V with the def2-TZVPD basis set
C -1.3265 -0.4432 -0.3948
C -0.1000 -0.3169 0.4805
C 1.3752 -0.7617 0.0760
C 0.0764 1.1519 0.2591
H -1.7936 -1.3942 -1.3313
H -0.5286 -0.7617 1.4040
H 2.0505 -1.6250 -0.0731
H -0.6440 2.0208 0.5587
N 1.9368 0.2173 -0.4632
N 1.2043 1.3618 -0.3026
O -2.2504 0.5509 -0.2132
```

# 4
ORCA calculation (ωB97M-V with the def2-TZVPD basis set) on a 2-piece molecular cluster, C3H6N2O3S overall.

Computed properties:
Highest occupied orbital energy in eV: -9.687
2S+1: 1
Energy in eV: -23162.87680
ΔE to the lowest compared entry with this formula, charge and spin in kJ/mol: 298.22

```
15
C3H6N2O3S ωB97M-V with the def2-TZVPD basis set
C 1.5401 0.4210 -0.5844
C 1.8424 -0.2485 0.7625
C 2.4667 -0.6326 -1.1558
N 2.7205 -1.1311 0.0096
N -1.8669 1.2536 0.0636
O 0.8428 1.2734 -1.0414
O -3.2873 -0.7982 0.9457
O -0.9669 -0.9502 0.1157
S -2.2366 -0.3020 -0.2065
H 2.3499 0.2222 1.5627
H 0.8819 -0.8631 1.0677
H 2.6900 -1.0182 -2.0526
H -4.1144 -0.3523 1.0873
H -1.9347 1.6821 -0.8442
H -0.9275 1.4442 0.2701
```

# 5
ORCA calculation (ωB97M-V with the def2-TZVPD basis set) on a 2-piece molecular cluster, C14H23FO6SSi overall.

Computed properties:
Highest occupied orbital energy in eV: -10.213
2S+1: 1
Energy in eV: -48606.31822

```
46
C14H23FO6SSi ωB97M-V with the def2-TZVPD basis set
C -3.5692 1.3649 0.6422
C -3.7881 -0.1203 0.5138
F -5.1465 -0.3357 0.2779
C -3.0136 -0.8210 -0.5929
O -2.5707 0.0622 -1.6480
S -1.0162 0.4057 -1.7328
O -0.5668 0.8789 -0.4399
O -0.4807 -1.1321 -1.8132
C 0.9591 -1.1965 -1.7177
C 1.4038 -1.6194 -0.3394
O 1.2139 -3.0224 -0.2071
Si 0.8664 -3.6038 1.3153
C -0.6859 -2.8300 2.0280
C 2.3501 -3.3237 2.4431
C 0.5840 -5.4418 1.0931
H -2.5833 1.5884 1.0385
H -4.3068 1.7473 1.3466
H -3.7188 1.8786 -0.3025
H -3.5515 -0.6063 1.4594
H -3.6835 -1.5389 -1.0588
H -2.1781 -1.3826 -0.1831
H 1.4382 -0.2676 -2.0259
H 1.2663 -1.9711 -2.4185
H 0.8609 -1.0542 0.4176
H 2.4695 -1.3908 -0.2525
H -0.6277 -2.7637 3.1146
H -1.5375 -3.4700 1.7966
H -0.9092 -1.8314 1.6538
H 3.2133 -3.0881 1.8213
H 2.1908 -2.5390 3.1763
H 2.5544 -4.2665 2.9477
H 1.0778 -6.0113 1.8759
H -0.4773 -5.6759 1.0563
H 1.0082 -5.7613 0.1400
C 1.3265 3.6991 -0.6800
C 0.3956 4.6175 -0.9230
C 0.7416 5.9204 -1.5447
O -0.1041 6.7593 -1.7648
C 2.1679 6.1586 -1.8877
C 3.0988 5.2399 -1.6470
C 2.7500 3.9369 -1.0252
O 3.5975 3.0963 -0.8118
H 1.0899 2.7430 -0.2295
H -0.6486 4.4626 -0.6822
H 2.3964 7.1149 -2.3407
H 4.1430 5.3908 -1.8892
```

# 6
ORCA calculation (ωB97M-V with the def2-TZVPD basis set) on C14H33MgN2O8S3 as an isolated structure.

Computed properties:
Highest occupied orbital energy in eV: -10.923
2S+1: 1
Energy in eV: -72353.19053
Charge: +1

```
61
C14H33MgN2O8S3 ωB97M-V with the def2-TZVPD basis set
Mg 0.9418 2.5854 0.2327
N -0.3648 -0.2437 0.1024
O 0.4751 0.6404 -0.0250
O -1.1021 -0.1008 1.0019
O -0.2834 -1.2883 -0.5712
C -0.6500 -3.4142 1.7541
C 0.2678 -4.2515 0.9806
N 0.9683 -4.9017 0.3064
H -0.1469 -2.4572 1.8921
H -0.8328 -3.9216 2.7014
H -1.5778 -3.2374 1.2099
C -1.0630 4.8826 -2.6069
S -0.3915 3.1914 -2.7515
O 0.4730 2.9370 -1.4900
C -1.8729 2.1900 -2.3606
H -1.6751 4.9639 -1.7086
H -1.6947 5.0522 -3.4788
H -0.4358 5.7674 -2.7157
H -1.8389 1.1575 -2.7083
H -2.7728 2.5933 -2.8250
H -1.9978 2.0071 -1.2933
C 2.9891 0.4927 -2.7455
S 3.8478 1.3094 -1.2357
O 2.7760 2.0189 -0.4126
C 4.0974 -0.3184 -0.3209
H 2.4126 1.3031 -3.1916
H 2.4465 -0.3845 -2.3930
H 3.7522 0.1825 -3.4593
H 4.6063 -0.2637 0.6414
H 4.7639 -0.9272 -0.9319
H 3.2106 -0.9520 -0.3317
C 0.8118 0.6705 3.8279
S 2.2589 1.3788 2.9465
O 1.8282 2.3006 1.8468
C 3.0141 2.4413 4.3335
H 0.2385 -0.0588 3.2555
H 0.0150 1.4069 3.9322
H 1.0649 0.1953 4.7757
H 3.1649 1.7917 5.1957
H 2.2363 3.1327 4.6574
H 3.9696 2.9221 4.1237
C -0.3935 -4.5792 -2.5251
C 0.3901 -3.8632 -3.5077
O 0.5654 -4.2573 -4.6675
C 1.2051 -2.6962 -2.9769
H -0.4456 -3.9750 -1.6193
H -0.0317 -5.5486 -2.1825
H -1.3784 -4.7144 -2.9722
H 0.8795 -1.7446 -3.3972
H 2.2285 -2.8946 -3.2953
H 1.3004 -2.6538 -1.8919
C -4.2828 0.5353 0.6003
C -4.8436 0.4200 2.0253
O -6.0328 0.1128 2.1391
C -3.8288 0.4245 3.1241
H -3.7918 1.4906 0.4150
H -5.0878 0.3504 -0.1110
H -3.6817 -0.3382 0.3479
H -3.6307 -0.6260 3.3371
H -4.1212 0.7469 4.1235
H -2.9490 1.0173 2.8739
```

# 7
ORCA calculation (ωB97M-V with the def2-TZVPD basis set) on a single C11H21NO3 molecule.

Computed properties:
Highest occupied orbital energy in eV: -8.622
2S+1: 1
SMILES string: C=C(OC)C(C)(C)NC(=O)OC(C)(C)C
Energy in eV: -19377.49777
ΔE to the lowest compared entry with this formula, charge and spin in kJ/mol: 165.22

```
36
C11H21NO3 ωB97M-V with the def2-TZVPD basis set
C -1.7473 1.2341 -1.1271
C -2.4478 0.4261 -0.2936
C 0.7625 -0.6973 -0.2290
C -1.8808 -1.9706 -1.1816
C -2.5592 -1.8117 1.2126
C 2.8911 1.4048 -0.9384
C 3.7643 0.9779 1.5650
C 3.7819 -0.8893 -0.1951
C -4.2219 1.9163 0.4179
C -1.8584 -1.0967 0.0821
C 3.0397 0.3852 0.2593
N -0.4103 -0.9337 0.3773
O 1.0264 -0.9175 -1.3639
O -3.5405 0.6685 0.4269
O 1.6780 -0.0190 0.6114
H -2.2135 2.1329 -1.5721
H -0.7198 1.0436 -1.4724
H -1.9822 -1.3494 -2.1498
H -2.7080 -2.6761 -1.1576
H -0.9556 -2.5020 -1.1108
H -2.3105 -1.4884 2.2642
H -3.6802 -1.7644 1.0401
H -2.2279 -2.8893 1.1970
H 2.3006 0.9890 -1.7892
H 2.2218 2.3190 -0.6245
H 3.7734 1.8514 -1.3419
H 4.0213 0.0306 2.2786
H 3.1270 1.6592 2.0957
H 4.7569 1.4937 1.1519
H 3.6606 -1.7227 0.5926
H 3.3966 -1.1365 -1.2483
H 4.9099 -0.6747 -0.3476
H -4.9889 1.7271 1.2700
H -4.7769 2.1525 -0.5777
H -3.4998 2.7864 0.4412
H -0.3827 -0.6588 1.4365
```

# 8
ORCA calculation (ωB97M-V with the def2-TZVPD basis set) on C22H43N5O7SiV as an isolated structure.

Computed properties:
Highest occupied orbital energy (alpha / beta) in eV: -14.815 / -14.983
2S+1: 2
Energy in eV: -78852.52116
Charge: +2
ΔE to the lowest compared entry with this formula, charge and spin in kJ/mol: 51.66

```
79
C22H43N5O7SiV ωB97M-V with the def2-TZVPD basis set
V 1.2897 -0.8848 -1.1512
C -1.4735 -4.5408 -0.7830
N -0.9694 -3.8135 0.3887
C -1.5585 -4.1943 1.6713
C -0.0553 -2.8938 0.2710
O 0.4307 -2.5819 -0.8684
C 0.4430 -2.1193 1.4815
O 1.5574 -1.3343 1.0729
C 2.8602 -1.7475 1.4556
C 3.7254 -1.6762 0.2092
O 3.1440 -1.3941 -0.8828
N 5.0060 -1.9081 0.2816
C 5.8602 -1.8059 -0.9064
C 5.6819 -2.2125 1.5417
H -1.4132 -5.6091 -0.5817
H -2.5144 -4.2677 -0.9530
H -0.8832 -4.2974 -1.6581
H -1.0765 -5.0936 2.0562
H -1.4855 -3.3920 2.4010
H -2.6130 -4.4091 1.5128
H -0.3336 -1.4202 1.8076
H 0.7066 -2.7793 2.3080
H 3.2422 -1.0691 2.2221
H 2.8536 -2.7652 1.8536
H 5.2741 -1.4960 -1.7636
H 6.6482 -1.0781 -0.7180
H 6.3134 -2.7762 -1.1041
H 5.0445 -2.7875 2.2088
H 6.5631 -2.8093 1.3226
H 6.0004 -1.2944 2.0368
C -0.1780 3.6442 2.3448
C 0.7275 3.2150 1.1993
C 1.7127 2.1419 1.6517
C 1.4532 4.4062 0.5957
O -0.0922 2.6750 0.1332
Si -0.9873 1.3644 -0.0573
O 0.1323 0.1757 -0.6376
O -2.0976 1.4699 -1.1925
C -2.2961 2.3614 -2.3346
C -1.0351 2.3360 -3.1867
C -2.5897 3.7588 -1.8098
C -3.4860 1.7898 -3.0860
O -1.5018 0.6512 1.2973
C -2.8519 0.3121 1.7378
C -3.4417 -0.7107 0.7744
C -2.6921 -0.2699 3.1342
C -3.6978 1.5769 1.7855
H 0.4119 4.0960 3.1419
H -0.7179 2.7877 2.7501
H -0.8987 4.3826 1.9937
H 2.3793 2.5427 2.4150
H 2.3169 1.8115 0.7997
H 1.1691 1.2927 2.0729
H 2.0772 4.8904 1.3464
H 0.7329 5.1352 0.2268
H 2.0837 4.0899 -0.2359
H -0.1853 2.7239 -2.6201
H -1.1657 2.9566 -4.0720
H -0.8201 1.3155 -3.5100
H -1.7362 4.1427 -1.2510
H -3.4656 3.7436 -1.1604
H -2.7945 4.4367 -2.6376
H -3.2732 0.7745 -3.4223
H -3.7096 2.4038 -3.9575
H -4.3671 1.7722 -2.4444
H -2.7951 -1.5916 0.7091
H -3.5479 -0.2813 -0.2215
H -4.4223 -1.0333 1.1228
H -2.0822 -1.1770 3.1192
H -3.6663 -0.5253 3.5483
H -2.2148 0.4541 3.7938
H -3.8052 2.0039 0.7886
H -3.2354 2.3146 2.4422
H -4.6910 1.3510 2.1718
N 1.3907 -0.7319 -2.9617
C 1.3490 -0.9597 -4.1461
N 1.2652 -1.0491 -5.3438
C 1.4597 -1.8909 -6.3349
N 1.6112 -2.6285 -7.2051
```